Density functional theory data (the ωB97M-V functional and the def2-TZVPD basis) for one molecule with the formula C4H2F2O at a distorted geometry.

Structure (ORCA input):
```
! RIJCOSX wB97M-V def2-TZVPD def2/J DEFGRID3
* xyz 0 3
C -1.9796 0.2445 -1.0811
C -1.0019 0.4248 -0.3991
C 0.1843 0.7112 0.3587
C 1.1343 -0.5934 0.4598
O 0.5090 1.7595 0.7951
F 2.0588 -0.6034 -0.5598
F 0.4825 -1.7339 0.4938
H -2.9323 0.2038 -1.4374
H 1.5448 -0.4132 1.3699
*
```

Results
Frontier orbital gap (spin up / spin down), eV: 8.12 / 7.10
Energy above the lowest of the compared OMol25 structures with the same formula, charge and spin, kJ/mol: 122.5
Energy, eV: -11656.284
Expectation value of S²: 2.018
Highest occupied orbital energy (spin up / spin down), eV: -7.2 / -10.8

Which charges does natural (NBO) predict for the atoms? In e, they are: -0.1971, -0.1109, 0.1221, 0.6038, -0.1817, -0.3189, -0.2849, 0.2244, 0.1431